Computed, not measured: a molecular structure, C36H28BrIrO5P2SSe, with ωB97M-V/def2-TZVPD.

Values from the calculation:
HOMO (alpha / beta): -11.5784 / -11.5753 eV
ΔE to the lowest compared entry with this formula, charge and spin: 0.0 kJ/mol
Frontier orbital gap (alpha / beta): 7.9 / 5.2 eV
⟨S²⟩: 0.76
Multiplicity: 2
Lowest unoccupied orbital energy (alpha / beta): -3.66 / -6.35 eV
Net charge: +1

Last column: Mulliken charge in e.
Atoms and positions in Å:
1 Ir -0.955 0.287 0.014  2.121
2 O 3.953 -0.656 0.535  -0.834
3 S 2.612 -0.037 0.581  1.026
4 C 2.765 1.508 -0.345  0.311
5 C 4.010 1.684 -0.921  -0.465
6 C 4.242 2.748 -1.782  -0.919
7 C 3.212 3.616 -2.087  -0.882
8 C 1.960 3.442 -1.511  -0.907
9 C 1.708 2.396 -0.623  -0.190
10 P 0.069 2.370 0.176  1.458
11 C -0.926 3.624 -0.702  0.503
12 C -1.812 3.291 -1.724  -0.576
13 C -2.503 4.286 -2.401  -0.890
14 C -2.314 5.618 -2.074  -0.660
15 C -1.423 5.961 -1.068  -0.803
16 C -0.735 4.973 -0.383  -0.075
17 C 0.319 3.182 1.786  1.167
18 C -0.793 3.460 2.583  -0.912
19 C -0.657 4.211 3.739  -0.482
20 C 0.586 4.708 4.104  -0.772
21 C 1.688 4.464 3.299  -0.805
22 C 1.557 3.709 2.142  -0.312
23 C 2.428 0.589 2.251  0.752
24 C 3.532 1.107 2.904  -0.575
25 C 3.434 1.439 4.245  -0.976
26 C 2.239 1.243 4.915  -0.929
27 C 1.142 0.694 4.266  -1.082
28 C 1.226 0.351 2.917  0.353
29 P -0.131 -0.555 2.092  1.302
30 C -1.468 -0.700 3.315  0.569
31 C -2.064 0.447 3.843  -0.239
32 C -3.109 0.344 4.742  -0.958
33 C -3.578 -0.909 5.123  -0.787
34 C -2.986 -2.050 4.612  -0.783
35 C -1.931 -1.952 3.713  -0.966
36 C 0.502 -2.235 1.872  0.950
37 C 1.690 -2.635 2.478  -0.363
38 C 2.136 -3.941 2.335  -0.757
39 C 1.394 -4.855 1.607  -0.717
40 C 0.194 -4.467 1.023  -0.787
41 C -0.253 -3.165 1.153  -0.898
42 H 4.779 0.954 -0.704  0.656
43 H 5.219 2.879 -2.226  0.425
44 H 3.369 4.433 -2.778  0.478
45 H 1.174 4.136 -1.765  0.438
46 H -1.976 2.264 -2.009  0.414
47 H -3.192 4.009 -3.187  0.480
48 H -2.856 6.390 -2.605  0.412
49 H -1.263 6.999 -0.810  0.451
50 H -0.039 5.266 0.390  0.538
51 H -1.775 3.127 2.280  0.689
52 H -1.529 4.424 4.344  0.480
53 H 0.689 5.303 5.001  0.425
54 H 2.656 4.870 3.562  0.475
55 H 2.422 3.555 1.512  0.344
56 H 4.464 1.212 2.363  0.576
57 H 4.291 1.842 4.769  0.430
58 H 2.160 1.494 5.965  0.453
59 H 0.238 0.509 4.829  0.533
60 H -1.703 1.429 3.561  0.663
61 H -3.558 1.241 5.147  0.500
62 H -4.400 -0.990 5.822  0.422
63 H -3.341 -3.027 4.909  0.472
64 H -1.476 -2.857 3.336  0.411
65 H 2.284 -1.945 3.061  0.330
66 H 3.069 -4.236 2.795  0.456
67 H 1.747 -5.871 1.494  0.420
68 H -0.394 -5.179 0.460  0.468
69 H -1.186 -2.874 0.689  0.626
70 Br -2.962 1.189 0.851  -0.229
71 O -0.811 -2.191 -3.239  -0.695
72 Se -0.922 -1.248 -1.981  0.970
73 O -1.200 0.417 -2.122  -0.548
74 O 0.413 -0.972 -0.944  -0.528
75 O -2.016 -1.492 -0.732  -0.647